Entry 1:
46
Properties=species:S:1:pos:R:3:forces:R:3 method="wB97M-V/def2-TZVPD" homo_energy_ev=-8.40 gap_ev=8.60 relative_energy_ev=0.420 smiles="CN(Cc1cccc(B(O)O)c1)c1ncc(C(=O)Nc2ccc(F)cc2)cn1" e_tot_ev=-35494.703
C -2.189549 -0.198567 3.222635 -0.96 0.53 0.24
N -1.347538 0.733846 2.507627 -0.03 0.46 -1.47
C -0.123589 1.126976 3.192773 -0.63 1.04 0.01
C 0.823223 0.012473 3.347236 1.21 -0.63 -0.77
C 1.386003 -0.536030 2.180508 -0.60 -0.23 -0.25
C 2.293486 -1.577948 2.198588 -0.13 0.11 -0.18
C 2.605047 -2.139623 3.406759 0.25 0.26 0.78
C 2.075330 -1.582750 4.567374 0.69 -1.08 0.95
B 2.513269 -2.279071 5.898442 -0.41 0.00 0.44
O 1.565289 -2.557626 6.861504 -0.33 0.12 0.08
O 3.841558 -2.567204 6.006358 0.36 -0.20 0.73
C 1.235633 -0.490534 4.565436 -0.41 -0.67 -0.98
C -1.441471 0.863177 1.120464 0.42 -1.97 1.57
N -0.363353 1.332831 0.473907 0.05 0.76 0.60
C -0.307765 1.125339 -0.814804 -1.05 0.68 -0.31
C -1.326691 0.479531 -1.478115 0.19 0.85 -0.50
C -1.266867 0.229977 -2.914626 0.21 -0.93 -1.99
O -1.489241 -0.893613 -3.353846 -0.17 0.49 0.56
N -0.926702 1.289770 -3.754801 0.09 0.30 1.95
C -0.723642 1.271339 -5.128988 0.26 0.28 -1.15
C -0.031752 2.281298 -5.815865 -0.63 -0.87 1.21
C 0.120776 2.194795 -7.179132 0.76 0.83 -0.97
C -0.390674 1.121818 -7.888346 0.39 -0.74 0.38
F -0.036230 0.924897 -9.191190 -0.42 0.41 0.56
C -1.072222 0.114007 -7.213211 0.86 -0.11 -1.44
C -1.215591 0.216084 -5.861666 -1.22 -0.88 1.10
C -2.463211 0.175364 -0.764695 0.57 -0.60 0.42
N -2.522859 0.291525 0.546382 -0.05 0.84 -0.06
H -1.748771 -1.174713 3.382620 0.53 -0.19 0.03
H -3.112185 -0.374483 2.669986 0.10 0.22 0.11
H -2.435787 0.250244 4.198499 0.03 -0.27 -0.24
H 0.354890 1.914114 2.603671 -0.21 -0.01 0.20
H -0.393693 1.536880 4.176771 -0.01 -0.05 -0.21
H 0.991774 -0.258053 1.210261 0.32 0.42 0.23
H 2.740627 -1.938745 1.285859 -0.14 -0.13 -0.20
H 3.260462 -2.990159 3.526146 0.15 -0.02 -0.29
H 1.685625 -3.026588 7.701298 0.47 0.29 -0.64
H 4.093060 -2.841628 6.900878 0.02 -0.11 -0.38
H 0.782776 -0.209942 5.483785 -0.26 0.64 0.67
H 0.449797 1.602611 -1.413677 0.78 -0.12 0.24
H -0.727950 2.150905 -3.264074 -0.08 -0.02 -0.25
H 0.415827 3.044020 -5.208931 0.24 0.59 -0.17
H 0.739279 2.950781 -7.684312 -0.41 -0.43 0.10
H -1.297173 -0.817308 -7.734499 -0.30 0.39 0.07
H -1.743758 -0.527161 -5.262397 0.26 0.00 -0.76
H -3.275465 -0.252855 -1.308595 -0.76 -0.23 -0.01

Entry 2:
46
Properties=species:S:1:pos:R:3:forces:R:3 method="wB97M-V/def2-TZVPD" homo_energy_ev=-8.29 gap_ev=8.69 relative_energy_ev=0.346 smiles="CN(Cc1ccc(B(O)O)cc1)c1ncc(C(=O)Nc2ccc(F)cc2)cn1" e_tot_ev=-35494.777
C 1.812861 0.742773 -3.212659 -0.17 0.41 0.09
N 1.898362 -0.182547 -2.108290 0.49 0.93 1.57
C 1.900745 -1.601157 -2.371011 1.23 -0.69 0.25
C 0.714529 -1.985850 -3.137315 0.11 0.08 1.08
C 0.800291 -2.274076 -4.460283 0.78 -0.31 -1.18
C -0.354588 -2.555158 -5.139872 -0.05 0.19 0.47
C -1.543389 -2.574188 -4.467538 -2.01 -0.14 -0.77
B -2.838388 -2.893998 -5.306463 0.79 -0.28 0.01
O -3.234475 -2.003974 -6.303527 -0.74 -1.32 0.89
O -3.420852 -4.128751 -5.086818 -0.42 0.01 -0.16
C -1.615021 -2.394452 -3.099141 0.68 0.31 -0.19
C -0.475184 -2.049509 -2.430141 -0.18 -0.59 -0.05
C 1.716204 0.231083 -0.798007 0.63 -0.56 -1.86
N 1.635421 -0.792310 0.054685 0.19 -0.15 -0.59
C 1.283694 -0.513747 1.262022 -0.49 -0.70 0.28
C 1.060793 0.768313 1.664850 -0.67 1.63 0.86
C 0.589361 0.953766 3.055906 0.86 0.49 -0.35
O 0.793531 0.031704 3.816713 -0.33 -0.48 0.35
N 0.065057 2.169145 3.446354 0.28 -1.44 0.10
C -0.270162 2.438119 4.783695 0.21 0.86 0.30
C -0.752351 3.712791 5.075699 -0.58 -1.10 0.92
C -1.166493 4.024753 6.378345 0.50 -0.93 -0.39
C -0.971896 3.109427 7.397617 0.32 -0.76 -0.57
F -1.444284 3.324809 8.655153 0.34 0.21 -0.55
C -0.334811 1.885931 7.123920 -1.01 1.48 0.27
C -0.044941 1.534550 5.827232 0.54 -0.31 -0.05
C 1.338537 1.782890 0.757444 -0.47 -0.29 1.09
N 1.659331 1.542671 -0.484021 0.18 -0.35 -1.13
H 2.289804 0.328440 -4.107147 -0.01 0.02 0.28
H 0.757027 0.920403 -3.431818 0.02 0.17 -0.28
H 2.277623 1.698941 -2.941258 -0.09 -0.32 -0.12
H 2.800132 -1.920196 -2.923883 -0.01 0.40 0.18
H 1.891429 -2.119803 -1.401855 0.23 0.25 -0.64
H 1.763511 -2.330044 -4.985970 -0.32 0.23 0.39
H -0.376286 -2.778839 -6.164371 0.27 -0.15 -1.35
H -4.081526 -2.300227 -6.687194 0.50 0.19 -0.02
H -2.970893 -4.728155 -4.456135 -0.29 0.93 -0.58
H -2.510513 -2.513207 -2.551992 -1.04 -0.08 0.34
H -0.499104 -1.989306 -1.355099 0.22 0.38 0.22
H 1.080134 -1.365791 1.877646 0.13 -0.12 0.69
H -0.122352 2.864809 2.753880 -0.10 0.18 -0.13
H -0.979036 4.367697 4.264425 0.02 0.61 -0.32
H -1.671814 4.931461 6.532915 -0.51 1.10 0.43
H -0.140403 1.252673 7.955819 0.12 -0.64 0.37
H 0.411165 0.575272 5.602910 -0.28 0.41 0.29
H 1.279221 2.802864 1.124579 0.13 0.23 -0.44

Entry 3:
45
Properties=species:S:1:pos:R:3:forces:R:3 method="wB97M-V/def2-TZVPD" homo_energy_ev=-8.18 gap_ev=8.76 relative_energy_ev=1.143 smiles="Cc1cc(Br)ccc1SCC(=O)OCC(=O)NCc1ccc2c(c1)OCO2" e_tot_ev=-112600.890
C -0.861536 -1.625676 -1.501594 0.06 0.00 -0.07
C -1.810844 -1.055840 -0.502195 -0.05 0.12 0.19
C -3.098689 -0.690171 -0.867834 -0.13 0.01 0.04
C -3.959077 -0.133245 0.061436 -0.17 0.06 -0.01
Br -5.716812 0.364888 -0.477706 0.19 -0.05 0.05
C -3.571367 0.067209 1.374211 -0.15 0.07 -0.06
C -2.293499 -0.302731 1.749419 -0.06 -0.03 -0.11
C -1.419270 -0.844503 0.820933 0.29 -0.11 0.18
S 0.226262 -1.309567 1.330679 -0.01 0.10 0.25
C 0.819430 0.269274 2.003831 -0.26 -0.45 -0.33
C 0.847962 1.340050 0.938094 -0.16 -0.27 -0.13
O 0.445178 1.203758 -0.189582 -0.04 0.15 0.04
O 1.379746 2.456752 1.420891 0.15 0.16 0.39
C 1.590024 3.554091 0.522435 0.18 0.19 -0.30
C 2.885873 3.274939 -0.265479 -0.77 0.21 0.10
O 3.952600 3.735765 0.068861 0.43 0.11 0.25
N 2.696314 2.452549 -1.316109 -0.13 -0.08 -0.58
C 3.789754 1.661458 -1.862087 0.06 0.02 0.16
C 3.786389 0.333086 -1.146236 0.16 0.03 -0.02
C 4.401714 0.226415 0.091844 0.02 0.13 -0.16
C 4.310115 -0.931815 0.860391 -0.18 -0.40 0.07
C 3.572508 -1.968667 0.343515 -0.18 0.26 -0.56
C 2.948655 -1.868239 -0.902382 0.29 0.09 0.49
C 3.038178 -0.729751 -1.663315 0.02 -0.32 0.09
O 2.287296 -3.033944 -1.172479 0.07 0.39 -0.30
C 2.477913 -3.858480 -0.041931 -0.54 -1.12 0.19
O 3.317051 -3.198371 0.881394 0.27 0.29 0.21
H 0.033500 -1.006523 -1.535781 0.09 -0.01 -0.03
H -1.311087 -1.662389 -2.489700 -0.04 -0.04 -0.08
H -0.552288 -2.629267 -1.214842 0.06 -0.07 -0.08
H -3.427697 -0.834083 -1.886033 -0.03 -0.01 -0.08
H -4.254014 0.494885 2.091694 -0.07 0.03 0.03
H -1.984268 -0.172860 2.775808 0.04 -0.01 0.10
H 0.206966 0.590649 2.846634 0.12 0.08 -0.02
H 1.835718 0.089335 2.356118 -0.02 0.06 0.04
H 0.729186 3.667995 -0.142654 0.07 -0.01 0.12
H 1.719258 4.430047 1.157495 0.03 -0.13 -0.16
H 1.776418 2.044825 -1.437405 0.10 0.16 0.24
H 3.635488 1.540253 -2.935697 0.10 0.01 0.05
H 4.713668 2.211589 -1.677540 -0.08 -0.08 -0.12
H 4.959247 1.067794 0.474034 0.07 0.12 0.03
H 4.793590 -1.014080 1.819359 0.08 -0.02 0.14
H 2.550199 -0.661123 -2.621790 -0.09 0.01 -0.17
H 1.504314 -4.064034 0.432310 0.22 0.11 -0.11
H 2.944680 -4.806219 -0.351676 -0.05 0.26 0.04

Entry 4:
51
Properties=species:S:1:pos:R:3:forces:R:3 method="wB97M-V/def2-TZVPD" homo_energy_ev="-8.55 / -8.55" gap_ev="8.45 / 8.45" spin_multiplicity=2 e_tot_ev=-74331.486 s2=0.75
Ce 13.525401 10.037046 12.950730 -0.04 -0.30 1.10
C 14.537230 9.419280 4.907419 1.62 0.70 0.19
C 14.839197 9.699786 6.408343 0.34 -1.05 -1.48
C 14.890300 8.550330 7.212654 0.04 -0.16 -1.13
C 15.042399 8.605131 8.548101 -0.06 1.68 2.07
C 15.167885 9.895598 9.103424 -0.51 0.70 -0.64
C 15.139004 11.049726 8.346491 0.35 0.45 -0.40
C 15.028713 10.949119 6.966135 -0.92 0.36 -0.78
S 15.505795 10.133986 10.779940 2.07 1.31 -0.62
O 16.921288 10.285220 10.872646 1.25 0.13 0.13
O 15.028121 8.853907 11.300557 -1.59 -0.23 2.12
N 14.781882 11.370736 11.450043 -0.57 -1.39 -0.72
C 15.447913 12.598982 11.905092 -2.26 0.43 -0.08
C 14.859767 12.973331 13.323617 0.94 -3.86 -2.37
O 15.081440 13.967518 13.873986 0.78 4.24 1.56
O 14.242332 11.958710 13.838590 -1.38 -1.29 0.61
H 15.314241 9.776872 4.125425 -1.12 -0.45 1.56
H 13.591122 9.855156 4.661218 -0.57 0.38 -0.30
H 14.427240 8.345768 4.823796 0.05 -0.16 -0.32
H 14.837284 7.573975 6.770035 -0.26 -0.23 -0.39
H 14.973906 7.784585 9.247604 0.24 -0.26 -0.36
H 15.229070 12.040589 8.808854 -0.03 -0.51 -0.05
H 14.924373 11.827518 6.299227 0.29 -0.47 0.68
H 15.186508 13.441529 11.259174 0.11 -0.10 -0.16
H 16.490647 12.489846 11.913817 1.54 -0.11 0.27
N 5.565468 10.793341 13.430117 -0.58 0.13 -0.78
C 6.803273 10.289115 13.255733 1.28 -0.85 -0.69
C 7.240810 9.890453 11.945218 -1.73 0.59 0.58
C 8.434713 9.305980 11.760207 2.38 -0.37 -1.00
C 9.299242 9.051984 12.842598 0.00 0.29 -1.38
C 8.939630 9.501040 14.069421 0.31 -0.44 2.58
C 7.708080 10.098548 14.313942 -0.50 0.33 -0.54
S 10.880902 8.362116 12.513544 -1.39 -2.15 -0.85
O 11.635826 9.378851 11.729044 -0.39 0.27 -0.98
O 10.724191 7.067843 11.812403 0.54 2.46 1.43
N 11.580682 8.419826 13.915376 0.70 -0.47 0.42
C 12.426164 7.407275 14.311735 1.92 0.75 0.04
N 12.057698 6.174971 14.505177 -0.50 -1.26 0.54
C 13.002860 5.293147 14.845643 1.33 0.45 0.04
C 14.364882 5.587387 14.897963 -0.51 -0.10 -0.26
C 14.675240 6.918253 14.658768 0.36 -0.96 0.14
N 13.750018 7.827022 14.454261 -1.20 0.52 -0.79
H 4.955653 10.980335 12.653991 0.20 -0.10 -0.06
H 5.240298 11.109407 14.302238 -0.12 0.27 0.98
H 6.579180 10.016747 11.085466 0.13 0.20 0.29
H 8.869261 9.165694 10.744339 -0.80 -0.27 0.72
H 9.606687 9.287160 14.941279 -0.59 0.39 -0.92
H 7.431991 10.446176 15.306064 0.15 -0.18 -0.07
H 12.781370 4.281332 15.104942 -1.00 -0.49 -0.13
H 15.122330 4.800737 15.042289 -0.50 0.64 0.04
H 15.715384 7.187189 14.584764 0.20 0.54 0.17